Density functional theory data (wB97M-V/def2-TZVPD) for 4 unconnected molecules or ions with the total composition C26H18NO8.

XYZ file:
```
53
Properties=species:S:1:pos:R:3:forces:R:3
C -2.57992 -0.68086 2.86960 2.3072 5.9485 -3.8473
C -2.19703 0.30100 2.06183 -1.6327 -3.6760 5.1473
N -1.64778 1.62342 1.61832 0.8605 0.2390 -0.3862
C -0.21107 1.62483 1.24773 -0.2264 3.9127 -0.6736
C 0.49770 2.96421 0.80049 -4.2853 -0.0746 1.1573
C -0.37882 4.30164 0.75623 -0.9609 -3.3098 1.0334
C 0.38514 5.64534 0.26102 -0.7445 3.0167 -1.7936
O -0.15873 6.50884 -0.50005 2.6450 -4.7412 3.8846
O 1.76250 5.79763 0.69296 -3.5097 -0.8429 0.0809
C -1.90312 4.23898 1.16929 2.6994 -3.3421 -0.1660
C -2.49168 2.81782 1.59499 2.6896 1.8770 -1.0597
H -2.89588 -1.45936 3.67577 0.5355 1.4873 -2.2738
H 0.37722 0.63809 1.31601 -1.3327 1.6598 -0.0499
H 1.62664 3.02120 0.51703 -2.0256 -0.4434 0.5967
H 1.87623 5.41499 1.60555 -0.1628 0.2499 -1.2623
H -2.52977 5.21113 1.14507 0.9821 -2.0790 0.1142
H -3.59440 2.69439 1.89509 2.0795 0.0381 -0.5009
C -6.13984 -5.21214 0.51908 0.1579 -0.1032 0.3447
C -5.52019 -4.83518 1.63912 -0.1073 -0.2189 -0.1384
C -5.15648 -3.42314 1.87563 0.1028 0.0224 0.2714
O -4.58798 -3.07821 2.89893 -0.0266 0.0014 -0.2203
C -5.50653 -2.44433 0.82544 -0.1169 0.0566 -0.2860
C -6.12608 -2.82070 -0.29459 0.1745 0.3617 0.2040
C -6.49012 -4.23347 -0.53156 -0.3574 -0.2899 -0.5834
O -7.05692 -4.57728 -1.55191 0.2674 0.1929 0.4429
H -6.41300 -6.24266 0.32920 -0.0150 0.0325 -0.0311
H -5.25726 -5.53944 2.41886 0.0025 0.0467 0.0051
H -5.23326 -1.41374 1.01564 -0.0034 -0.0142 0.0290
H -6.38896 -2.11622 -1.07419 -0.0238 -0.0535 -0.0092
C 4.63701 1.00539 0.16189 0.0741 -0.0873 0.1012
C 5.70720 0.33714 -0.27172 -0.3301 -0.0287 0.1765
C 6.73633 0.99547 -1.10365 0.5978 -0.3769 -0.2399
O 7.71174 0.38693 -1.50147 -0.4607 0.2816 0.1791
C 6.53398 2.42213 -1.43452 -0.1900 0.3417 0.0041
C 5.46308 3.08934 -1.00025 0.1383 0.1148 -0.1042
C 4.43587 2.43014 -0.16915 0.2263 -0.1227 -0.0399
O 3.45499 3.04022 0.23121 0.0568 0.0091 -0.0905
H 3.87344 0.53917 0.77102 0.0641 -0.0094 -0.0505
H 5.86993 -0.70778 -0.03737 0.0120 0.0211 -0.0042
H 7.29738 2.88940 -2.04408 0.0008 -0.0359 0.0101
H 5.29918 4.13423 -1.23407 -0.0152 -0.0163 0.0184
C 1.08944 -3.49162 -2.07614 0.1415 -0.1026 0.3488
C 1.71276 -3.11059 -0.95937 -0.0986 -0.2207 -0.1453
C 2.08038 -1.69820 -0.73070 0.1796 -0.0349 0.2196
O 2.65225 -1.34921 0.28969 -0.3301 -0.0544 -0.1645
C 1.73011 -0.72360 -1.78510 -0.1572 0.0602 -0.2372
C 1.10691 -1.10405 -2.90185 0.1383 0.3890 0.1923
C 0.73891 -2.51730 -3.13084 -0.3210 -0.3237 -0.6083
O 0.16882 -2.86474 -4.14789 0.2409 0.2100 0.4693
H 0.81339 -4.52244 -2.26027 -0.0050 0.0289 -0.0372
H 1.97596 -3.81163 -0.17678 0.0230 0.0425 -0.0014
H 2.00645 0.30758 -1.60079 0.0427 0.0106 -0.0058
H 0.84388 -0.40280 -3.68439 -0.0010 -0.0505 -0.0206
```
Forces are in eV/Å.

Calculated values
- HOMO-LUMO gap (eV) = 6.86
- LUMO level (eV) = -5.5
- highest occupied orbital energy (eV) = -12.40
- calculated total energy (eV) = -45105.2810
- total charge = +1
- F_max (eV Å⁻¹) = 7.5